The following is a DFT calculation (the ωB97M-V functional and the def2-TZVPD basis) of C61H57ClN5O4SSbSn as an isolated structure.

Output
* E: -115549.34229 eV
* energy above the lowest of the compared OMol25 structures with the same formula, charge and spin: 20.5 kcal/mol
* LUMO level: 3.34 eV
* E_HOMO: -0.417 eV
* total charge: -2
* maximum force: 0.79 eV/Å

XYZ file:
```
131
C61H57ClN5O4SSbSn | OMol25 | the ωB97M-V functional and the def2-TZVPD basis
Sn -0.2649 0.5965 -0.1703
C 2.0413 0.8119 4.3272
C 1.1897 1.2275 3.1607
N 0.4834 0.4171 2.4640
N 0.4313 -0.8885 2.8470
C -0.4342 -1.5484 2.0892
O -1.1072 -1.1249 1.1110
C -0.6254 -2.9907 2.4651
C 0.2582 -3.6527 3.3107
C 0.1013 -5.0057 3.5639
C -0.9469 -5.7081 2.9841
C -1.8399 -5.0483 2.1513
C -1.6763 -3.6977 1.8885
C 1.1238 2.6617 2.8075
C 2.0420 3.5854 3.3260
C 1.8991 4.9234 3.0095
C 0.8419 5.3189 2.2045
C -0.0155 4.3302 1.7332
N 0.1260 3.0512 2.0165
H 1.9414 -0.2596 4.4731
H 3.0934 1.0491 4.1508
H 1.7368 1.3284 5.2406
H 1.0745 -3.0924 3.7443
H 0.8079 -5.5189 4.2047
H -1.0595 -6.7692 3.1714
H -2.6569 -5.5912 1.6912
H -2.3450 -3.1688 1.2222
H 2.8593 3.2568 3.9522
H 2.6038 5.6522 3.3947
H 0.6712 6.3607 1.9633
H -0.8573 4.5731 1.0931
C -4.2502 2.1276 -2.6602
C -3.2381 1.1088 -2.1478
O -3.0984 1.0674 -0.8217
C -2.5686 0.3936 -3.0770
C -1.5001 -0.5940 -3.0825
C -1.3882 -1.4538 -4.3089
N -0.5748 -0.7115 -2.1657
N 0.3485 -1.6417 -2.3529
C 1.3847 -1.6399 -1.3316
O 1.4202 -0.5170 -0.5239
C 2.7213 -1.7458 -2.0648
C 2.8669 -2.5550 -3.1883
C 4.0919 -2.6702 -3.8228
C 5.1977 -1.9719 -3.3503
C 5.0569 -1.1583 -2.2368
C 3.8277 -1.0516 -1.6013
H -4.5543 2.7866 -1.8482
H -3.8220 2.7425 -3.4548
H -5.1467 1.6517 -3.0615
H -2.9221 0.5951 -4.0875
H -2.2801 -1.3650 -4.9303
H -0.5025 -1.1825 -4.8950
H -1.2341 -2.5009 -4.0369
H 1.9969 -3.0767 -3.5614
H 4.1874 -3.3056 -4.6963
H 6.1547 -2.0593 -3.8495
H 5.9100 -0.6053 -1.8584
H 3.6931 -0.4242 -0.7328
Cl 5.3250 -7.3092 -0.7200
C 4.1226 -6.0322 -0.6365
C 2.9018 -6.2093 -1.2575
C 1.9603 -5.1935 -1.1811
C 2.2171 -4.0082 -0.4978
C 1.1959 -2.9211 -0.4191
C 3.4595 -3.8719 0.1221
C 4.4150 -4.8696 0.0562
H 2.6908 -7.1273 -1.7888
H 1.0012 -5.3179 -1.6673
H 0.2085 -3.3258 -0.6429
H 1.1942 -2.5369 0.5965
H 3.6746 -2.9590 0.6616
H 5.3758 -4.7537 0.5391
S -3.2725 0.8955 2.3325
Sb -4.4172 0.0111 0.5962
C -6.0025 1.3346 0.0112
C -6.9608 1.0609 -0.9576
C -7.9919 1.9529 -1.2101
C -8.0790 3.1365 -0.4899
C -7.1296 3.4166 0.4805
C -6.1004 2.5182 0.7321
C -5.8584 -1.2179 1.7419
C -5.5120 -2.5215 2.0894
C -6.2926 -3.2737 2.9552
C -7.4529 -2.7342 3.4906
C -7.8198 -1.4404 3.1517
C -7.0254 -0.6942 2.2910
C -4.0712 -1.6630 -0.6725
C -5.1368 -2.2632 -1.3331
C -4.9173 -3.3520 -2.1649
C -3.6354 -3.8658 -2.3092
C -2.5785 -3.2922 -1.6212
C -2.7936 -2.1841 -0.8121
H -6.9008 0.1524 -1.5456
H -8.7255 1.7258 -1.9751
H -8.8835 3.8354 -0.6860
H -7.1887 4.3376 1.0479
H -5.3543 2.7280 1.4915
H -4.6120 -2.9657 1.6761
H -5.9930 -4.2825 3.2152
H -8.0634 -3.3161 4.1724
H -8.7251 -1.0083 3.5638
H -7.3253 0.3178 2.0470
H -6.1502 -1.9081 -1.1765
H -5.7479 -3.8037 -2.6943
H -3.4605 -4.7108 -2.9647
H -1.5732 -3.6775 -1.7350
H -1.9543 -1.7239 -0.3096
C 7.5199 6.4549 0.3598
C 6.2163 5.7365 0.1370
C 6.0870 4.3863 0.4276
C 4.9009 3.6904 0.2087
C 4.8533 2.2326 0.5563
C 3.8074 4.3921 -0.3217
C 2.4998 3.7125 -0.5454
O 2.2503 2.5725 -0.2202
C 3.9179 5.7617 -0.6239
C 2.7658 6.5620 -1.1761
C 5.1197 6.4118 -0.3874
H 8.1789 5.8820 1.0117
H 7.3582 7.4352 0.8113
H 8.0425 6.6127 -0.5871
H 6.9349 3.8468 0.8363
H 5.8514 1.8853 0.8243
H 4.4673 1.6336 -0.2644
H 4.1760 2.0510 1.3912
H 1.7144 4.3269 -1.0166
H 2.4232 6.1782 -2.1377
H 3.0723 7.5981 -1.3192
H 1.9112 6.5505 -0.4994
H 5.2015 7.4705 -0.6146
```

---

The following is a DFT calculation (the ωB97M-V functional and the def2-TZVPD basis) of C13H16N4O2S in the gas phase in a non-equilibrium geometry.

Output
* E: -34630.66883 eV
* energy above the lowest of the compared OMol25 structures with the same formula, charge and spin: 25.4 kcal/mol
* LUMO level: 0.62 eV
* E_HOMO: -7.994 eV
* maximum force: 1.02 eV/Å

XYZ file:
```
36
C13H16N4O2S | OMol25 | the ωB97M-V functional and the def2-TZVPD basis
O 2.7650 2.5035 -0.4878
S 2.4840 1.1304 -0.7662
O 2.3329 0.7187 -2.1389
N 1.1813 0.6676 0.1701
C 0.1404 1.6650 0.3237
H 0.6311 2.6026 0.5833
C -0.8238 1.2060 1.4246
N -1.3933 -0.0834 1.0915
C -2.5534 -0.1372 0.3182
C -3.6387 0.6806 0.6529
C -4.8252 0.6160 -0.0481
C -4.9768 -0.2742 -1.0983
C -3.9201 -1.1020 -1.4289
C -2.7243 -1.0368 -0.7367
H -1.9233 -1.6930 -1.0391
H -4.0186 -1.8054 -2.2431
H -5.9053 -0.3239 -1.6458
H -5.6435 1.2618 0.2355
H -3.5619 1.3613 1.4870
C -0.3430 -1.0565 0.9049
H -0.7724 -2.0321 0.6801
C 0.6539 -0.6330 -0.1831
H 1.4913 -1.3321 -0.2301
H 0.1680 -0.5960 -1.1681
H 0.2017 -1.1300 1.8526
H -1.6060 1.9515 1.5485
H -0.2739 1.1053 2.3653
H -0.4167 1.7980 -0.6163
C 3.7562 0.0861 -0.1152
C 4.2936 -0.1704 1.1192
N 5.2524 -1.1196 1.0105
C 5.3086 -1.4397 -0.2551
N 4.4149 -0.7392 -0.9843
H 4.2226 -0.7542 -1.9747
H 5.9766 -2.1675 -0.6695
H 4.0457 0.2721 2.0614
```

---

The following is a DFT calculation (the ωB97M-V functional and the def2-TZVPD basis) of a 3-piece molecular cluster, CH4N2O4 overall in a non-equilibrium geometry.

Output
* E: -12269.53129 eV
* energy above the lowest of the compared OMol25 structures with the same formula, charge and spin: 0.0 kcal/mol
* LUMO level: 0.24 eV
* E_HOMO: -10.623 eV
* maximum force: 1.50 eV/Å

XYZ file:
```
11
CH4N2O4 | OMol25 | the ωB97M-V functional and the def2-TZVPD basis
C -0.3902 -1.0671 2.5009
N 0.3490 -0.1549 2.7012
N -0.0549 1.3770 0.1596
O -0.9718 -2.0616 2.4140
O -0.8689 0.4024 -0.1807
O 0.2545 -0.3837 -2.4744
O 0.8266 1.6441 -0.6140
H 0.9794 0.2505 -2.5332
H 0.3704 0.8014 2.4257
H -0.6298 -0.0152 -1.0633
H 0.1356 -0.7929 -3.3358
```

---

The following is a DFT calculation (the ωB97M-V functional and the def2-TZVPD basis) of C4H5NO as an isolated structure in a non-equilibrium geometry.

Output
* E: -7764.44893 eV
* energy above the lowest of the compared OMol25 structures with the same formula, charge and spin: 47.9 kcal/mol
* LUMO level: 0.63 eV
* E_HOMO: -9.577 eV
* maximum force: 1.87 eV/Å

XYZ file:
```
11
C4H5NO | OMol25 | the ωB97M-V functional and the def2-TZVPD basis
C -1.3305 0.4528 0.0695
C -0.6083 -0.8371 0.3014
O -0.9208 -1.9663 0.4701
C 1.3473 -0.5356 0.1670
C 1.3267 0.6605 -0.6124
N 0.8844 1.5809 -1.1668
H -2.3239 0.3671 -0.3857
H -0.6513 1.0552 -0.5987
H -1.3707 1.0195 1.0091
H 1.7584 -1.3981 -0.3748
H 1.8886 -0.3989 1.1212
```

---

The following is a DFT calculation (the ωB97M-V functional and the def2-TZVPD basis) of C41H41AlOP2SSi as an isolated structure in a non-equilibrium geometry.

Output
* E: -89105.63380 eV
* energy above the lowest of the compared OMol25 structures with the same formula, charge and spin: 34.9 kcal/mol
* LUMO level: -5.62 eV
* E_HOMO: -12.745 eV
* total charge: +2
* maximum force: 1.05 eV/Å

XYZ file:
```
88
C41H41AlOP2SSi | OMol25 | the ωB97M-V functional and the def2-TZVPD basis
Al 0.5931 0.7726 0.2388
C 0.6544 0.9075 4.1152
Si 0.0940 0.2301 2.4738
C 0.7104 -1.5615 2.3610
C 0.2484 -2.5012 3.2829
C 0.6321 -3.8331 3.2301
C 1.5109 -4.2579 2.2475
C 2.0391 -3.3371 1.3557
C 1.6573 -1.9972 1.4034
P 2.5770 -0.7943 0.3770
C 4.2502 -1.4250 0.1466
C 4.6102 -2.2196 -0.9386
C 5.9086 -2.6950 -1.0393
C 6.8435 -2.3764 -0.0643
C 6.4874 -1.5769 1.0132
C 5.1939 -1.0933 1.1176
C 1.8155 -0.8892 -1.2907
C 1.9656 0.2315 -2.1120
C 1.5408 0.2042 -3.4401
C 0.9922 -0.9530 -3.9518
C 0.8399 -2.0823 -3.1411
C 1.2247 -2.0475 -1.8178
C -1.7317 0.6980 2.1718
C -2.3795 1.4240 3.1772
C -3.5922 2.0578 2.9524
C -4.1982 1.9791 1.7071
C -3.5887 1.2542 0.6957
C -2.3632 0.6318 0.9115
P -1.6535 -0.5610 -0.2902
C -2.7985 -1.9315 0.0807
C -3.9230 -2.1624 -0.7020
C -4.8382 -3.1308 -0.3125
C -4.6323 -3.8685 0.8423
C -3.5095 -3.6307 1.6234
C -2.5925 -2.6656 1.2430
C -2.0768 0.0300 -1.9564
C -2.2096 -0.8683 -3.0140
C -2.4509 -0.4099 -4.2989
C -2.5276 0.9514 -4.5529
C -2.3672 1.8556 -3.5124
C -2.1490 1.3947 -2.2235
H 0.0843 0.4048 4.9005
H 1.7064 0.6737 4.2742
H 0.5138 1.9801 4.2332
H -0.4398 -2.1930 4.0625
H 0.2476 -4.5364 3.9558
H 1.8134 -5.2946 2.1948
H 2.7904 -3.6616 0.6456
H 3.8900 -2.4667 -1.7096
H 6.1905 -3.3139 -1.8797
H 7.8555 -2.7469 -0.1474
H 7.2175 -1.3242 1.7688
H 4.9192 -0.4663 1.9571
H 2.4892 1.1078 -1.7333
H 1.6704 1.0725 -4.0715
H 0.6795 -0.9905 -4.9859
H 0.4164 -2.9870 -3.5556
H 1.0885 -2.9148 -1.1829
H -1.9337 1.4997 4.1600
H -4.0701 2.6032 3.7549
H -5.1518 2.4578 1.5324
H -4.0860 1.1531 -0.2610
H -4.1203 -1.5840 -1.5937
H -5.7169 -3.3025 -0.9183
H -5.3469 -4.6237 1.1364
H -3.3461 -4.1965 2.5301
H -1.7287 -2.4762 1.8613
H -2.1390 -1.9340 -2.8356
H -2.5814 -1.1185 -5.1053
H -2.7249 1.3061 -5.5542
H -2.4324 2.9179 -3.7051
H -2.0602 2.0965 -1.4054
C -1.7936 5.1068 -1.2071
C -0.5932 4.8677 -0.3097
S 0.6457 3.7878 -1.0682
O 0.4261 2.4198 -0.3505
C 2.1579 4.3921 -0.3072
C 2.1485 4.4188 1.2108
H -2.5174 5.7098 -0.6616
H -2.2869 4.1818 -1.4945
H -1.5130 5.6495 -2.1081
H -0.8473 4.3825 0.6341
H -0.0709 5.8014 -0.0946
H 2.3151 5.3739 -0.7605
H 2.9303 3.7298 -0.7054
H 1.4134 5.1157 1.6072
H 3.1284 4.7395 1.5592
H 1.9557 3.4279 1.6236
```

---

The following is a DFT calculation (the ωB97M-V functional and the def2-TZVPD basis) of a 3-piece molecular cluster, C4H10N2 overall in a non-equilibrium geometry.

Output
* E: -7283.10402 eV
* energy above the lowest of the compared OMol25 structures with the same formula, charge and spin: 173.3 kcal/mol
* LUMO level: -3.42 eV
* E_HOMO: -6.880 eV
* maximum force: 2.21 eV/Å

XYZ file:
```
16
C4H10N2 | OMol25 | the ωB97M-V functional and the def2-TZVPD basis
C 2.3775 -0.4292 1.0532
C -1.7710 0.8624 0.9192
C -1.9606 -0.4996 0.6676
C 0.8633 0.5682 -1.7128
N -2.2475 -0.9260 -0.5221
N 2.9783 -0.2311 0.0410
H 2.7979 -0.4603 2.0693
H 1.2442 -0.5121 1.0046
H -1.6159 1.1819 1.9403
H -1.9705 1.6635 0.2226
H 1.7047 1.2418 -1.7916
H -0.1003 0.6552 -2.2046
H -1.8666 -1.1707 1.5255
H -2.2611 -1.9382 -0.6100
H 0.6025 0.4310 -0.6571
H 1.2250 -0.4368 -1.9452
```

---

The following is a DFT calculation (the ωB97M-V functional and the def2-TZVPD basis) of C2H2InO3 as an isolated structure in a non-equilibrium geometry.

Output
* E: -13409.96407 eV
* LUMO level (spin up / spin down): -7.20 / -7.42 eV
* E_HOMO (spin up / spin down): -14.519 / -14.714 eV
* total charge: +1
* maximum force: 8.99 eV/Å

XYZ file:
```
8
C2H2InO3 | OMol25 | the ωB97M-V functional and the def2-TZVPD basis
O 1.4198 -0.7940 0.4821
C 0.0934 -0.7391 0.1139
In 2.0942 0.8059 -0.1318
H -0.3605 -1.6671 -0.2626
O 0.3991 1.5300 -0.4454
C -0.3886 0.4749 -0.4428
O -1.6377 0.6783 0.0182
H -1.6197 -0.2887 0.6683
```

---

The following is a DFT calculation (the ωB97M-V functional and the def2-TZVPD basis) of a 2-piece molecular cluster, C6H14O overall in a non-equilibrium geometry.

Output
* E: -8493.04740 eV
* energy above the lowest of the compared OMol25 structures with the same formula, charge and spin: 88.7 kcal/mol
* LUMO level: 0.94 eV
* E_HOMO: -9.915 eV
* maximum force: 9.17 eV/Å

XYZ file:
```
21
C6H14O | OMol25 | the ωB97M-V functional and the def2-TZVPD basis
C -1.1152 -2.3888 1.5125
C -0.8183 -0.9757 1.0317
C 0.0802 -1.0925 -0.2298
C 1.1315 0.0680 -0.2138
C 1.5314 2.5616 0.4281
C 0.7389 1.6116 0.1600
H -1.9916 -2.2236 2.1601
H -0.3649 -3.0002 2.2144
H -1.2146 -3.0992 0.6406
H -1.7496 -0.6331 0.5154
H -0.4342 -0.3198 1.8411
H -0.5689 -1.0445 -1.1732
H 0.5206 -2.0059 -0.2837
H 1.2735 0.0781 -1.2623
H 2.0032 -0.3076 0.3067
H 2.6508 2.6936 0.3275
H 1.2214 3.6646 0.5081
H -0.3584 1.7895 -0.0619
H -0.7130 1.0536 -3.3494
H -0.7438 1.8473 -2.1543
O -1.0788 1.7229 -2.9179
```

---

The following is a DFT calculation (the ωB97M-V functional and the def2-TZVPD basis) of C4H7NO in the gas phase in a non-equilibrium geometry.

Output
* E: -7797.16513 eV
* energy above the lowest of the compared OMol25 structures with the same formula, charge and spin: 57.2 kcal/mol
* LUMO level: 0.86 eV
* E_HOMO: -10.698 eV
* maximum force: 4.27 eV/Å

XYZ file:
```
13
C4H7NO | OMol25 | the ωB97M-V functional and the def2-TZVPD basis
C 1.9076 0.6341 -0.6764
C -0.2021 0.9336 1.3428
C 1.1153 -0.4757 -0.1002
C 0.0227 -0.6896 -1.1525
N 2.5859 1.4097 -1.1690
O 0.5630 -0.2159 1.2073
H -0.5364 1.0937 2.3541
H -0.9765 0.9607 0.7130
H 1.7333 -1.2605 0.1329
H -0.9664 -0.2027 -0.9430
H -0.0308 -1.8285 -1.2147
H 0.3082 -0.3346 -2.1675
H 0.2812 1.9238 1.2820
```